Record 1
Below is a 15-piece molecular cluster, C5H40N2O14 overall at a distorted geometry, with properties calculated with the ωB97M-V functional and the def2-TZVPD basis.

Each line ends with the Mulliken charge.
Geometry (Å):
C1 -0.977 1.916 -1.086  -0.40
C2 -1.046 0.640 -0.174  2.32
C3 -1.360 0.993 1.226  -0.57
C4 -2.577 0.887 1.743  0.12
N1 -2.926 1.293 3.077  -0.58
C5 -0.146 1.557 1.934  -0.39
N2 -0.184 1.493 -2.286  -0.64
H1 -2.003 2.129 -1.436  0.13
H2 -0.456 2.674 -0.523  0.64
H3 -1.570 -0.239 -0.652  -0.40
H4 -0.100 0.059 -0.360  -1.54
H5 -3.431 0.370 1.292  0.43
H6 -2.198 1.079 3.734  0.22
H7 -3.865 0.963 3.216  0.28
H8 0.583 0.795 2.313  -0.08
H9 -0.388 2.077 2.871  0.44
H10 0.456 2.128 1.234  -0.31
H11 -0.710 1.288 -3.136  0.22
H12 0.358 2.316 -2.557  0.21
H13 -2.191 5.022 0.534  0.27
H14 -1.706 3.578 0.790  0.28
O1 -1.471 4.409 0.352  -0.68
H15 -1.049 -1.725 -3.736  0.34
H16 -1.860 -1.678 -5.153  0.25
O2 -1.829 -1.424 -4.220  -0.59
H17 0.440 -2.159 4.341  0.47
H18 -1.070 -2.451 4.750  0.27
O3 -0.236 -2.078 5.053  -0.68
H19 1.557 -1.166 -3.103  0.23
H20 0.428 -0.412 -2.360  0.33
O4 0.685 -1.302 -2.691  -0.56
H21 3.889 3.656 0.808  0.29
H22 2.519 3.175 0.554  0.35
O5 3.375 2.835 0.868  -0.61
H23 -0.153 -2.923 0.068  0.36
H24 -0.137 -4.279 0.639  0.36
O6 -0.631 -3.453 0.730  -0.82
H25 1.244 -1.632 2.540  0.35
H26 0.514 -2.998 2.395  0.42
O7 1.215 -2.534 2.884  -0.78
H27 3.887 0.667 -2.685  0.29
H28 4.333 0.267 -1.240  0.29
O8 3.833 -0.015 -2.006  -0.55
H29 -2.971 -2.193 -1.359  0.34
H30 -1.839 -2.757 -0.342  0.32
O9 -2.070 -2.093 -1.020  -0.60
H31 0.320 4.365 1.040  0.33
H32 1.403 4.658 2.003  0.35
O10 1.265 4.638 1.047  -0.66
H33 -3.667 -1.074 -3.169  0.33
H34 -3.431 -0.309 -1.794  0.38
O11 -3.985 -0.941 -2.262  -0.75
H35 3.145 -3.342 -1.991  0.27
H36 1.971 -4.364 -2.038  0.30
O12 2.924 -4.270 -2.001  -0.60
H37 1.943 0.126 -0.163  0.35
H38 3.369 -0.195 0.095  0.07
O13 2.502 -0.400 0.429  -0.51
H39 2.225 -2.815 0.983  0.25
H40 1.910 -1.921 -0.063  0.45
O14 1.942 -2.914 0.061  -0.59

Output
* net charge: 0
* ΔE to the lowest compared entry with this formula, charge and spin: 4.970 eV
* E_tot: -37478.441 eV
* spin multiplicity: 1
* frontier orbital gap: 8.4 eV


Record 2
Below is an isolated ion of composition C4H12NS2 and charge +1 at a distorted geometry, with properties calculated with the ωB97M-V functional and the def2-TZVPD basis.

Each line ends with the Mulliken charge.
Geometry (Å):
C1 0.545 2.497 2.433  -0.91
C2 0.314 1.076 1.807  -0.35
S1 0.867 0.976 -0.022  -0.23
S2 1.465 -1.062 0.110  0.02
C3 -0.029 -1.914 -0.422  -0.58
C4 -0.330 -1.878 -1.907  -0.36
N1 -0.873 -0.342 -2.241  -0.31
H1 0.908 2.401 3.512  0.29
H2 1.563 2.909 1.874  0.23
H3 -0.321 3.168 2.593  0.29
H4 0.797 0.314 2.446  0.40
H5 -0.791 0.906 1.840  0.31
H6 -0.976 -1.900 0.153  0.37
H7 0.438 -2.951 -0.232  0.28
H8 -1.098 -2.545 -2.381  0.36
H9 0.460 -1.936 -2.666  0.32
H10 -0.339 0.388 -1.615  0.09
H11 -1.864 -0.199 -2.100  0.36
H12 -0.736 0.093 -3.181  0.40

Output
* net charge: +1
* ΔE to the lowest compared entry with this formula, charge and spin: 1.644 eV
* E_tot: -27495.339 eV
* spin multiplicity: 1
* frontier orbital gap: 9.8 eV


Record 3
Below is a 8-piece molecular cluster, H16O8 overall at a distorted geometry, with properties calculated with the ωB97M-V functional and the def2-TZVPD basis.

Each line ends with the Mulliken charge.
Geometry (Å):
O1 -0.571 -1.147 0.615  -0.61
H1 -0.133 -1.387 1.417  0.30
H2 -0.945 -0.223 0.856  0.29
O2 -3.592 -3.248 0.730  -0.62
H3 -3.685 -2.369 1.145  0.31
H4 -3.101 -3.027 -0.036  0.30
O3 1.040 -2.179 -0.766  -0.53
H5 0.903 -1.801 -1.652  0.25
H6 1.559 -2.931 -0.947  0.28
O4 1.587 1.039 2.372  -0.62
H7 0.914 1.705 2.167  0.30
H8 1.445 0.311 1.822  0.30
O5 3.358 0.697 0.760  -0.57
H9 3.039 0.066 1.422  0.29
H10 3.751 0.094 0.154  0.31
O6 -0.363 2.920 -0.312  -0.59
H11 0.319 3.426 -0.633  0.29
H12 -1.104 3.478 -0.648  0.30
O7 -4.012 2.422 -0.929  -0.61
H13 -3.875 1.576 -1.183  0.29
H14 -4.735 2.470 -0.249  0.32
O8 3.087 -0.718 -1.947  -0.58
H15 2.439 -1.305 -2.393  0.25
H16 2.674 0.130 -1.765  0.35

Output
* net charge: 0
* ΔE to the lowest compared entry with this formula, charge and spin: 4.240 eV
* E_tot: -16637.770 eV
* spin multiplicity: 1
* frontier orbital gap: 11.0 eV


Record 4
Below is a 2-piece molecular cluster, C4H6N2O overall at a distorted geometry, with properties calculated with the ωB97M-V functional and the def2-TZVPD basis.

Each line ends with the Mulliken charge.
Geometry (Å):
O1 0.584 -3.078 -1.130  -0.43
C1 0.185 -1.866 -0.796  0.34
C2 0.289 -0.586 -0.916  -0.33
N1 -0.369 -1.321 0.373  -0.46
H1 1.170 -2.953 -1.893  0.33
H2 1.084 0.133 -1.081  0.30
H3 0.342 -1.519 1.101  0.20
C3 -1.047 1.866 0.770  -0.78
C4 0.412 1.889 0.658  0.41
N2 1.566 1.869 0.579  -0.48
H4 -1.360 2.679 1.434  0.32
H5 -1.346 0.882 1.155  0.30
H6 -1.516 1.993 -0.212  0.27

Output
* net charge: 0
* ΔE to the lowest compared entry with this formula, charge and spin: 4.837 eV
* E_tot: -9268.665 eV
* spin multiplicity: 1
* frontier orbital gap: 8.9 eV


Record 5
Below is C28H68N2O13PS2 as an isolated structure, with properties calculated with the ωB97M-V functional and the def2-TZVPD basis.

Each line ends with the Mulliken charge.
Geometry (Å):
C1 -3.585 5.859 -3.945  -0.95
C2 -2.566 6.128 -2.861  -0.36
O1 -1.467 5.216 -3.021  -0.17
P1 -0.796 4.574 -1.722  0.72
O2 -0.968 5.353 -0.486  -0.82
C3 -1.392 2.870 -1.635  -0.15
C4 -1.563 2.339 -0.197  -1.10
C5 -0.915 0.959 -0.047  0.63
S1 -0.449 0.673 1.643  1.02
O3 -1.629 0.934 2.443  -0.70
O4 0.696 1.528 1.903  -0.66
N1 -0.093 -0.873 1.513  0.10
S2 0.379 -1.697 2.760  0.94
O5 0.377 -0.992 4.012  -0.60
O6 -0.216 -3.011 2.758  -0.76
O7 1.931 -1.926 2.336  -0.30
C6 2.820 -2.367 3.362  -0.30
C7 3.811 -1.272 3.735  -0.87
N2 3.302 -0.329 4.711  0.16
C8 4.041 -0.139 5.939  -0.99
C9 3.359 -0.863 7.104  0.79
C10 2.046 -0.193 7.481  -1.11
O8 4.237 -0.991 8.222  -0.58
O9 0.707 4.469 -2.251  -0.46
C11 1.639 3.852 -1.337  0.27
C12 3.020 4.422 -1.576  -1.41
H1 -3.937 4.831 -3.864  0.29
H2 -4.434 6.529 -3.795  0.39
H3 -3.164 6.041 -4.934  0.09
H4 -3.013 6.019 -1.871  0.37
H5 -2.170 7.143 -2.933  0.31
H6 -2.341 2.858 -2.177  0.54
H7 -0.704 2.244 -2.208  -0.02
H8 -1.124 3.023 0.530  0.57
H9 -2.616 2.269 0.069  0.33
H10 -0.020 0.879 -0.661  -0.40
H11 -1.621 0.176 -0.316  -0.25
H12 3.374 -3.218 2.953  0.40
H13 2.279 -2.716 4.244  0.08
H14 4.718 -1.755 4.117  0.33
H15 4.081 -0.762 2.803  0.29
H16 3.044 0.546 4.283  0.18
H17 4.112 0.931 6.170  0.41
H18 5.069 -0.521 5.872  0.26
H19 3.135 -1.874 6.757  -0.15
H20 1.531 0.150 6.583  0.21
H21 2.230 0.653 8.151  0.36
H22 1.379 -0.892 7.984  0.29
H23 4.381 -0.100 8.578  0.35
H24 1.631 2.772 -1.513  -0.02
H25 1.325 4.023 -0.305  0.35
H26 2.938 5.493 -1.761  0.34
H27 3.635 4.274 -0.688  0.37
H28 3.509 3.947 -2.427  0.33
C13 -1.675 -2.075 -3.514  -1.03
C14 -0.832 -0.986 -4.156  -0.35
O10 0.000 -0.292 -3.248  -0.32
C15 0.966 -1.078 -2.563  -0.11
C16 1.979 -1.747 -3.476  -1.41
H29 -2.273 -1.668 -2.698  0.20
H30 -2.348 -2.509 -4.256  0.42
H31 -1.065 -2.883 -3.110  0.27
H32 -1.482 -0.219 -4.581  0.35
H33 -0.243 -1.398 -4.985  0.30
H34 0.476 -1.816 -1.920  0.28
H35 1.471 -0.378 -1.897  0.37
H36 1.517 -2.489 -4.130  0.32
H37 2.729 -2.259 -2.873  0.41
H38 2.479 -1.007 -4.103  0.32
C17 -2.866 5.699 -10.935  -1.02
C18 -3.209 6.354 -9.607  -0.33
O11 -3.195 5.468 -8.504  -0.42
C19 -1.956 4.833 -8.233  -0.38
C20 -0.821 5.792 -7.920  -1.04
H39 -3.530 4.856 -11.128  0.29
H40 -2.977 6.423 -11.743  0.38
H41 -1.838 5.333 -10.958  0.26
H42 -4.228 6.741 -9.640  0.32
H43 -2.549 7.210 -9.425  0.30
H44 -1.678 4.165 -9.056  0.34
H45 -2.147 4.203 -7.364  0.33
H46 -0.564 6.420 -8.775  0.31
H47 0.070 5.230 -7.642  0.39
H48 -1.091 6.446 -7.089  0.25
C21 -3.948 -4.887 2.629  -1.11
C22 -3.583 -4.462 1.217  -0.11
O12 -4.529 -3.597 0.607  -0.45
C23 -4.742 -2.362 1.284  -0.73
C24 -3.481 -1.547 1.481  -0.37
H49 -4.938 -5.349 2.649  0.32
H50 -3.215 -5.607 2.995  0.39
H51 -3.949 -4.043 3.318  0.25
H52 -3.548 -5.338 0.566  0.35
H53 -2.585 -4.013 1.210  0.18
H54 -5.234 -2.537 2.249  0.32
H55 -5.457 -1.825 0.658  0.39
H56 -2.769 -2.055 2.132  -0.02
H57 -3.696 -0.583 1.940  0.51
H58 -2.978 -1.376 0.529  0.08
C25 1.514 -5.906 6.312  -1.14
C26 2.250 -5.828 4.986  0.15
O13 3.659 -5.695 5.112  -0.35
C27 4.322 -6.743 5.786  -0.37
C28 4.165 -8.105 5.128  -1.03
H59 1.752 -5.039 6.930  0.23
H60 0.439 -5.918 6.131  0.41
H61 1.769 -6.805 6.876  0.33
H62 1.928 -4.938 4.448  -0.04
H63 1.999 -6.688 4.355  0.25
H64 4.007 -6.793 6.836  0.31
H65 5.374 -6.455 5.786  0.32
H66 3.131 -8.450 5.144  0.26
H67 4.770 -8.844 5.656  0.39
H68 4.492 -8.065 4.088  0.29

Output
* net charge: -1
* E_tot: -90697.955 eV
* spin multiplicity: 1
* frontier orbital gap: 8.0 eV


Record 6
Below is C6H8ErLiO6 as an isolated structure at a distorted geometry, with properties calculated with the ωB97M-V functional and the def2-TZVPD basis.

Each line ends with the Mulliken charge.
Geometry (Å):
O1 0.350 -1.629 -0.954  -0.92
O2 1.754 -1.664 0.804  -0.34
C1 2.769 -0.797 1.307  -0.49
C2 3.006 0.148 0.138  -0.22
O3 1.737 0.129 -0.539  -0.20
C3 0.987 -0.992 -0.092  1.08
H1 2.388 -0.262 2.189  0.27
H2 3.645 -1.397 1.570  0.34
H3 3.770 -0.220 -0.557  0.26
H4 3.237 1.173 0.447  0.27
O4 -0.560 1.186 0.617  -0.44
O5 -3.127 -1.523 -0.875  -0.95
C4 -3.287 -0.262 -0.363  -0.19
C5 -2.827 -0.154 1.094  -0.39
O6 -1.495 -0.723 1.234  -0.40
C6 -0.424 -0.022 0.901  0.64
H5 -2.728 0.505 -0.950  0.05
H6 -4.343 0.096 -0.359  0.32
H7 -3.450 -0.771 1.751  0.26
H8 -2.822 0.886 1.446  0.29
Li1 -1.472 -2.190 -0.617  0.93
Er1 0.634 2.354 -0.965  0.83

Output
* net charge: +1
* ΔE to the lowest compared entry with this formula, charge and spin: 1.873 eV
* E_tot: -46453.419 eV
* spin multiplicity: 5
* frontier orbital gap (alpha / beta): 4.9 / 3.9 eV


Record 7
Below is a 2-piece molecular cluster, C4H3N overall at a distorted geometry, with properties calculated with the ωB97M-V functional and the def2-TZVPD basis.

Each line ends with the Mulliken charge.
Geometry (Å):
C1 -1.752 0.474 0.572  0.61
C2 3.157 0.170 -0.550  -0.04
C3 1.909 0.036 -0.761  -0.38
C4 -2.005 -0.798 0.694  -0.67
N1 -1.580 1.645 0.556  -0.34
H1 1.342 -0.884 -0.582  0.22
H2 1.293 0.993 -1.100  0.20
H3 -2.364 -1.636 1.171  0.40

Output
* net charge: 0
* ΔE to the lowest compared entry with this formula, charge and spin: 6.731 eV
* E_tot: -5677.777 eV
* spin multiplicity: 1
* frontier orbital gap (alpha / beta): 7.7 / 7.7 eV


Record 8
Below is C8H14InN4O3 as an isolated structure at a distorted geometry, with properties calculated with the ωB97M-V functional and the def2-TZVPD basis.

Each line ends with the Mulliken charge.
Geometry (Å):
N1 3.065 -2.466 -1.064  -0.55
C1 1.933 -2.108 -1.631  0.48
O1 0.518 -1.671 -1.863  -0.55
In1 -0.592 -3.337 -2.482  0.72
N2 -2.504 -3.223 -1.535  -0.71
C2 0.362 -5.327 -1.973  0.10
O2 0.793 -6.245 -2.855  -0.64
O3 0.542 -5.645 -0.536  -0.70
H1 -0.738 -3.254 -4.270  -0.36
H2 -3.260 -2.896 -2.206  0.12
H3 -2.784 -4.112 -1.060  0.17
C3 -0.761 4.162 -0.792  -1.34
C4 -0.916 3.689 0.640  -0.20
N3 -0.180 2.454 0.953  0.26
C5 0.176 1.431 0.083  -0.35
C6 0.817 0.481 0.827  -0.44
N4 0.821 0.932 2.134  0.13
C7 0.215 2.127 2.196  -0.23
C8 1.380 0.233 3.285  -0.87
H4 -1.200 3.447 -1.495  0.38
H5 -1.272 5.120 -0.933  0.36
H6 0.293 4.292 -1.053  0.37
H7 -1.971 3.509 0.871  0.28
H8 -0.551 4.470 1.318  0.35
H9 -0.067 1.502 -0.962  0.49
H10 1.266 -0.469 0.592  0.35
H11 0.063 2.719 3.090  0.38
H12 0.580 0.041 4.004  0.35
H13 2.148 0.862 3.743  0.34
H14 1.824 -0.716 2.973  0.32

Output
* net charge: -1
* E_tot: -25793.383 eV
* spin multiplicity: 1
* frontier orbital gap: 2.7 eV